[1]
22
Properties=species:S:1:pos:R:3:nbo_charge:R:1 method="wB97M-V/def2-TZVPD" multiplicity=1 relative_energy_kj_mol=12.2 gap_ev=6.257 total_charge=-1
C 2.762 2.792 -0.574 -0.6152
C 2.876 1.316 -0.920 -0.4045
C 1.503 0.619 -0.992 -0.5195
S 0.691 0.413 0.618 -0.7280
H 2.199 3.343 -1.335 0.1795
H 3.735 3.280 -0.466 0.1772
H 2.225 2.898 0.371 0.2327
H 3.402 1.200 -1.878 0.1605
H 3.466 0.811 -0.149 0.1938
H 1.681 -0.358 -1.452 0.1703
H 0.877 1.237 -1.643 0.1648
C -1.369 -2.469 0.833 -0.6069
C -2.809 -1.972 0.825 -0.3880
C -2.892 -0.452 0.666 -0.6094
H -0.879 -2.253 -0.114 0.2197
H -1.321 -3.548 1.018 0.1736
H -0.778 -1.977 1.603 0.2328
H -3.293 -2.251 1.768 0.1719
H -3.376 -2.439 0.015 0.1731
H -3.914 -0.136 0.430 0.1746
H -2.529 0.085 1.540 0.2141
H -2.257 -0.137 -0.162 0.2329

[2]
114
Properties=species:S:1:pos:R:3:mulliken_charge:R:1 method="wB97M-V/def2-TZVPD" multiplicity=1 relative_energy_kj_mol=0.0 gap_ev=6.459 total_charge=-1
C 0.031 -1.627 4.130 -0.4592
C -1.212 -0.710 4.111 -0.1870
O -0.875 0.636 3.830 -0.5034
C -1.567 1.196 2.702 0.7096
P -0.568 1.096 1.095 0.1175
C 0.011 -0.646 0.866 -0.5782
C -1.133 -1.559 0.398 -0.6327
C 1.026 1.993 1.386 -0.6771
C 1.210 3.143 0.407 -0.9495
C -1.652 2.725 2.983 -0.8384
O -2.502 3.146 1.956 -0.7325
B -3.581 2.144 2.009 1.5757
C -4.257 1.762 0.589 -0.0145
C -4.469 0.431 0.215 -0.2945
C -5.063 0.080 -0.997 -0.3895
C -5.492 1.055 -1.896 -0.6444
C -5.287 2.389 -1.541 -0.3967
C -4.688 2.726 -0.330 -0.6060
O -2.881 0.884 2.600 -1.0773
H 0.949 -1.060 4.214 0.2585
H 0.016 -2.238 3.233 -0.4530
H -0.103 -2.324 4.957 0.4441
H -1.926 -1.114 3.400 0.2282
H -1.639 -0.725 5.113 0.4279
H 0.758 -0.577 0.074 0.5610
H 0.538 -1.045 1.732 0.2617
H -0.952 -2.579 0.728 -0.0430
H -2.075 -1.196 0.800 -0.0654
H -1.206 -1.536 -0.683 0.3712
H 1.842 1.278 1.255 0.4949
H 1.128 2.375 2.401 0.2941
H 2.203 3.577 0.534 0.1521
H 1.136 2.828 -0.629 0.3727
H 0.503 3.944 0.604 0.2378
H -2.151 2.871 3.950 0.2897
H -0.715 3.278 3.053 0.2552
H -4.454 2.408 2.846 -0.3785
H -4.168 -0.373 0.870 0.2658
H -5.200 -0.966 -1.245 0.3658
H -5.965 0.772 -2.824 0.5858
H -5.618 3.156 -2.230 0.3863
H -4.549 3.780 -0.121 0.3568
C 5.163 7.600 5.168 -0.7050
O 6.275 6.939 4.595 -0.3460
C 6.501 5.626 5.097 -0.7844
C 6.185 4.571 4.058 -0.1932
N 4.754 4.482 3.807 -0.2702
C 4.382 3.663 2.654 -0.5136
C 4.870 4.092 1.273 -0.8418
O 4.293 5.291 0.791 -0.4268
C 4.896 6.486 1.239 -0.5778
H 5.201 8.639 4.846 0.2357
H 4.214 7.170 4.833 0.2982
H 5.203 7.569 6.260 0.3359
H 5.934 5.453 6.016 0.4093
H 7.565 5.561 5.343 0.3945
H 6.540 3.601 4.419 0.3429
H 6.752 4.822 3.151 0.1776
H 4.385 5.413 3.671 0.0632
H 3.291 3.638 2.622 0.2974
H 4.714 2.636 2.837 0.3964
H 4.560 3.315 0.570 0.4673
H 5.965 4.141 1.210 0.4447
H 5.973 6.369 1.392 0.2901
H 4.435 6.849 2.163 0.1767
H 4.734 7.245 0.473 0.2938
C -0.888 -8.634 1.012 -0.7089
O 0.404 -8.599 1.585 -0.3359
C 1.464 -8.843 0.670 -0.8174
C 2.273 -7.591 0.410 -0.1698
N 1.516 -6.617 -0.365 -0.3125
C 2.130 -5.293 -0.452 -0.8402
C 2.339 -4.503 0.837 -0.5112
O 1.148 -4.069 1.454 -0.2858
C 0.505 -5.005 2.296 -0.6773
H -1.607 -8.615 1.829 0.2379
H -1.076 -7.768 0.369 0.2966
H -1.039 -9.550 0.432 0.3357
H 1.087 -9.268 -0.265 0.4069
H 2.118 -9.586 1.135 0.3871
H 3.175 -7.860 -0.149 0.3700
H 2.587 -7.193 1.384 0.1726
H 0.596 -6.517 0.042 0.0765
H 1.492 -4.689 -1.102 0.3906
H 3.095 -5.393 -0.961 0.4263
H 2.877 -3.590 0.566 0.3695
H 2.975 -5.033 1.557 0.3462
H 1.215 -5.662 2.807 0.3176
H -0.219 -5.607 1.738 0.1622
H -0.050 -4.443 3.046 0.3289
C -4.552 -2.240 -8.149 -0.7040
O -3.839 -1.064 -8.470 -0.3414
C -4.560 0.143 -8.242 -0.7866
C -3.997 0.918 -7.070 -0.2385
N -4.265 0.247 -5.806 -0.2334
C -3.553 0.802 -4.651 -0.4416
C -2.029 0.764 -4.658 -0.7233
O -1.469 -0.536 -4.567 -0.4155
C -1.363 -1.241 -5.783 -0.5774
H -3.979 -3.084 -8.530 0.2344
H -4.672 -2.365 -7.068 0.2865
H -5.540 -2.246 -8.620 0.3377
H -5.627 -0.058 -8.103 0.4122
H -4.449 0.751 -9.144 0.3905
H -4.460 1.909 -7.046 0.3474
H -2.922 1.053 -7.249 0.1924
H -4.019 -0.729 -5.895 0.0716
H -3.887 0.248 -3.776 0.2263
H -3.878 1.836 -4.506 0.3813
H -1.696 1.290 -3.761 0.4503
H -1.596 1.304 -5.511 0.3561
H -1.174 -0.574 -6.629 0.2891
H -2.258 -1.838 -5.984 0.1725
H -0.524 -1.933 -5.692 0.2910

[3]
17
Properties=species:S:1:pos:R:3:nbo_charge:R:1 method="wB97M-V/def2-TZVPD" multiplicity=1 relative_energy_kj_mol=329.1 gap_ev="7.993 / 7.996"
C -1.464 0.906 -1.868 -0.2530
C -0.791 1.504 -0.836 -0.1947
C -1.795 -0.422 -1.803 -0.0161
C -0.384 0.802 0.299 0.0482
C -0.612 -0.558 -0.001 0.4531
C 2.051 -1.500 1.115 -0.4356
N -1.327 -1.200 -0.837 -0.4100
N 0.182 1.283 1.390 -0.7421
N 0.721 -1.308 1.645 -0.7034
S 0.337 -0.134 2.601 0.5924
H -1.773 1.537 -2.751 0.2364
H -0.658 2.664 -0.797 0.2279
H -2.428 -0.941 -2.520 0.2065
H 2.864 -1.338 1.866 0.2016
H 2.141 -2.493 0.625 0.2045
H 2.157 -0.802 0.325 0.1795
H 0.778 2.001 1.546 0.4049

[4]
18
Properties=species:S:1:pos:R:3:nbo_charge:R:1 method="wB97M-V/def2-TZVPD" multiplicity=3 gap_ev="5.617 / 8.619"
C 2.123 -1.342 -0.586 -0.4162
C -0.482 2.345 -0.143 -0.4293
C 1.890 -0.642 0.474 -0.2654
C -1.034 0.098 0.324 -0.0436
N -1.007 1.096 -0.547 -0.5127
N -1.297 -1.117 -0.037 0.2534
O -1.529 -1.886 1.149 -0.5602
O -1.385 -1.733 -1.124 -0.3963
Cl 2.327 0.922 0.861 0.0369
H 2.432 -0.959 -1.616 0.2025
H -1.980 -2.624 0.758 0.4782
H 1.714 -2.328 -0.636 0.2141
H -0.983 2.842 0.739 0.1901
H 0.601 2.229 0.157 0.2122
H -0.503 3.029 -0.950 0.2091
H 1.519 -1.283 1.340 0.2199
H -1.143 0.470 1.327 0.2024
H -1.264 0.883 -1.492 0.4050

[5]
66
Properties=species:S:1:pos:R:3:nbo_charge:R:1 method="wB97M-V/def2-TZVPD" multiplicity=6 relative_energy_kj_mol=20.5 gap_ev="6.606 / 4.815" total_charge=+1
Ir -0.181 0.030 -0.712 1.4618
O 4.431 0.788 2.329 -0.6714
C 4.766 -0.112 1.386 0.3577
C 6.125 -0.386 1.232 -0.2756
C 6.555 -1.305 0.300 -0.1540
C 5.641 -1.984 -0.508 -0.2634
C 4.298 -1.721 -0.362 -0.1577
C 3.833 -0.787 0.575 -0.1949
C 2.381 -0.527 0.625 0.5923
O 1.601 -1.199 -0.115 -0.7110
N 1.931 0.435 1.441 -0.4637
N 0.602 0.638 1.251 -0.3182
C -0.016 1.356 2.149 0.1138
C -1.415 1.580 2.198 -0.2004
C -1.904 2.512 3.144 -0.1556
C -3.236 2.767 3.275 -0.2341
C -4.168 2.066 2.468 -0.1786
C -3.742 1.140 1.564 -0.2381
C -2.353 0.859 1.387 0.3822
O -2.006 -0.021 0.524 -0.6697
H 3.451 0.847 2.353 0.5072
H 6.822 0.141 1.870 0.2323
H 7.614 -1.504 0.202 0.2207
H 5.984 -2.708 -1.233 0.2190
H 3.566 -2.231 -0.973 0.2211
H 0.600 1.798 2.931 0.2063
H -1.186 3.028 3.771 0.2192
H -3.586 3.487 4.001 0.2282
H -5.227 2.260 2.584 0.2256
H -4.435 0.572 0.954 0.2216
N -0.231 -1.891 -2.026 -0.8396
C 0.667 -1.799 -3.153 0.1090
C 0.736 -2.776 -4.097 -0.1827
C 1.657 -2.695 -5.167 -0.1905
C 2.513 -1.640 -5.255 -0.1666
C 2.455 -0.598 -4.294 -0.1026
C 3.326 0.514 -4.321 -0.0913
C 3.217 1.487 -3.377 -0.2590
C 2.201 1.374 -2.409 0.0985
N 1.375 0.360 -2.356 -0.4962
C 1.503 -0.659 -3.259 0.2218
H -1.171 -2.131 -2.323 0.4126
H 0.094 -2.595 -1.369 0.4199
H 0.089 -3.640 -4.015 0.2272
H 1.689 -3.486 -5.903 0.2342
H 3.241 -1.581 -6.053 0.2294
H 4.081 0.575 -5.096 0.2313
H 3.878 2.341 -3.359 0.2402
H 2.071 2.148 -1.662 0.2008
Cl -4.839 0.187 -3.290 0.1197
C -4.094 1.496 -2.504 -0.0642
C -4.789 2.675 -2.308 -0.2519
C -4.185 3.743 -1.668 0.0298
Cl -5.089 5.171 -1.446 0.1045
C -2.827 3.682 -1.189 -0.0526
C -2.170 4.746 -0.553 -0.1136
C -0.872 4.581 -0.138 -0.2319
C -0.256 3.342 -0.339 0.0884
N -0.869 2.331 -0.925 -0.4506
C -2.123 2.492 -1.361 0.0935
C -2.733 1.332 -2.040 0.4892
O -2.106 0.277 -2.192 -0.5533
H -5.809 2.760 -2.657 0.2631
H -2.688 5.683 -0.399 0.2466
H -0.332 5.379 0.350 0.2465
H 0.757 3.165 0.006 0.2181

[6]
32
Properties=species:S:1:pos:R:3:nbo_charge:R:1 method="wB97M-V/def2-TZVPD" multiplicity=1 gap_ev=7.323 total_charge=-1
O -3.129 -2.390 -2.881 -0.5737
C -2.446 -1.433 -3.150 0.7945
O -1.949 -1.252 -4.377 -0.6533
C -2.074 -0.416 -2.091 -0.6083
C -0.826 -0.884 -1.361 0.5256
O -1.034 -1.999 -0.626 -0.6483
O 0.182 -1.172 -2.400 -0.7182
S 1.001 0.106 -2.802 2.5661
O 2.379 -0.196 -2.861 -0.8622
O 0.386 0.779 -3.892 -0.9230
O 0.694 0.923 -1.446 -0.6972
C -0.024 0.190 -0.481 0.1599
N 0.793 -0.545 0.472 -0.6040
C 0.580 -0.275 1.891 0.9645
O -0.215 -0.827 2.529 -0.4414
F 1.424 0.624 2.334 -0.2606
C 2.212 -0.550 0.174 0.9723
O 2.817 -1.545 0.073 -0.4586
F 2.763 0.644 0.067 -0.2898
S -1.134 1.451 0.291 2.3850
O -0.319 2.415 0.920 -0.8395
O -2.197 0.783 0.941 -0.8627
F -1.712 2.116 -0.987 -0.4703
H -1.538 -0.379 -4.468 0.5050
H -1.940 0.555 -2.549 0.2494
H -2.902 -0.339 -1.395 0.2759
H -1.807 -2.479 -0.962 0.5106
O 0.569 1.035 5.755 -0.8827
Cl 2.002 1.220 5.810 2.5430
O 2.319 2.614 5.593 -0.8824
O 2.628 0.421 4.777 -0.8960
O 2.499 0.805 7.102 -0.8798

[7]
38
Properties=species:S:1:pos:R:3:lowdin_spin:R:1 method="wB97M-V/def2-TZVPD" multiplicity=3 relative_energy_kj_mol=0.0 gap_ev="6.753 / 7.487" total_charge=+2
W 0.186 0.583 -0.685 0.8043
O -4.629 -3.326 -0.495 0.0128
C -3.648 -2.447 -0.493 0.0159
C -3.832 -1.066 -0.327 -0.0006
C -2.723 -0.260 -0.356 0.0089
N -1.493 -0.740 -0.543 -0.0069
C -1.310 -2.060 -0.676 0.0075
C -2.345 -2.951 -0.659 -0.0021
C 0.134 -2.377 -0.844 0.0013
O 0.642 -3.432 -0.982 0.0057
O 0.852 -1.199 -0.832 0.0041
C -2.687 1.216 -0.145 0.0009
O -3.609 1.928 0.069 0.0099
O -1.397 1.640 -0.201 -0.0015
H -5.505 -2.930 -0.385 0.0001
H -4.808 -0.623 -0.173 -0.0003
H -2.171 -4.013 -0.773 -0.0003
C 0.745 0.435 4.109 0.0004
O 0.923 1.644 3.304 0.0019
C 0.772 1.567 2.032 0.0048
O 0.490 0.509 1.412 0.0229
N 0.943 2.728 1.377 0.0024
N 0.786 2.734 -0.018 0.0025
H 0.974 0.748 5.120 0.0000
H 1.434 -0.332 3.769 0.0001
H -0.287 0.104 4.029 0.0001
H 1.100 3.595 1.873 -0.0001
H 1.659 3.009 -0.462 -0.0001
H 0.032 3.368 -0.279 0.0007
N 4.468 0.638 -1.214 0.1529
C 3.232 0.311 -1.564 0.1463
O 2.274 0.863 -0.904 0.0503
C 3.065 -0.614 -2.637 0.6053
I -0.191 1.168 -3.216 0.0937
H 4.637 1.267 -0.444 0.0033
H 5.267 0.249 -1.691 0.0009
H 2.085 -0.907 -2.967 0.0256
H 3.936 -1.025 -3.127 0.0266

[8]
90
Properties=species:S:1:pos:R:3:mulliken_charge:R:1 method="wB97M-V/def2-TZVPD" multiplicity=1 relative_energy_kj_mol=249.3 gap_ev="3.548 / 3.531"
Rh 1.561 -1.309 -3.174 0.6059
F 0.918 1.020 3.126 -0.4456
C 0.352 1.588 2.054 0.5612
C 0.593 1.037 0.836 -0.5691
C 0.056 1.580 -0.308 0.8002
C 0.391 0.951 -1.592 1.7721
O 1.246 0.122 -1.592 -0.7785
C -0.368 1.410 -2.719 -0.6401
C -1.142 2.504 -2.554 -0.1412
N -1.282 3.238 -1.396 0.0787
C -2.053 4.466 -1.536 -0.1281
C -3.112 4.958 -0.594 -0.5136
C -1.826 5.737 -0.778 -0.5881
C -0.739 2.727 -0.220 -0.3353
C -0.944 3.295 1.046 -0.1809
C -0.436 2.724 2.197 -1.8291
N -0.713 3.348 3.444 0.1395
C -0.028 2.884 4.659 -0.8182
C -0.306 3.937 5.762 -0.7357
N -0.760 5.188 5.061 -0.1198
C -2.143 4.984 4.507 -0.8256
C -2.116 3.631 3.762 -0.4828
C -0.462 0.732 -4.098 -0.1203
O -1.149 1.312 -4.942 -0.8105
O 0.129 -0.380 -4.268 -0.4527
H 1.212 0.148 0.744 0.5181
H -1.712 2.833 -3.417 0.5228
H -2.287 4.614 -2.576 0.4837
H -3.292 4.416 0.327 0.1208
H -4.016 5.360 -1.034 0.3251
H -1.087 5.765 0.013 0.1660
H -1.869 6.656 -1.349 0.3100
H -1.494 4.217 1.159 0.6596
H 1.035 2.815 4.458 0.5661
H -0.370 1.908 5.005 0.4816
H 0.585 4.150 6.343 0.3767
H -1.099 3.624 6.433 0.3308
H -0.158 5.268 4.241 0.3706
H -0.700 6.015 5.643 0.3019
H -2.363 5.812 3.838 0.4287
H -2.859 4.982 5.323 0.3843
H -2.705 3.689 2.855 0.4243
H -2.545 2.840 4.386 0.3450
Br -4.767 -0.993 3.728 -0.2750
C -3.151 -2.016 3.614 -0.2050
C -3.040 -3.232 4.281 -0.3393
C -1.862 -3.951 4.197 -0.4179
C -0.755 -3.478 3.437 -0.3355
C -0.904 -2.219 2.790 0.1993
C -2.098 -1.515 2.878 -0.4385
N 0.338 -4.269 3.345 -0.9326
N 1.510 -3.912 2.842 -0.3884
C 1.788 -3.546 1.602 0.2526
C 3.165 -3.235 1.334 -0.4445
C 3.611 -2.792 0.135 -1.1993
C 2.699 -2.561 -0.950 0.7380
O 3.063 -2.097 -2.043 -0.5740
C 1.280 -2.899 -0.720 0.4959
N 0.464 -2.670 -1.755 0.6219
C -0.809 -3.011 -1.665 -0.8805
C -1.327 -3.639 -0.530 -1.4300
C -0.509 -3.844 0.555 -0.5838
C 0.833 -3.442 0.490 0.7814
H -3.875 -3.611 4.858 0.3834
H -1.757 -4.899 4.713 0.4073
H -0.079 -1.824 2.212 0.4008
H -2.221 -0.577 2.359 0.6347
H 3.852 -3.343 2.167 0.4675
H 4.659 -2.568 -0.025 0.4713
H -1.432 -2.794 -2.526 0.7232
H -2.363 -3.959 -0.520 0.4942
H -0.891 -4.318 1.448 0.8009
C 0.038 -5.041 -4.269 -0.8504
O 1.206 -4.226 -4.282 -0.2221
C 1.177 -3.178 -5.153 1.0019
O 0.260 -3.006 -5.915 -0.6573
H 0.007 -5.522 -3.293 0.2296
H 0.091 -5.798 -5.053 0.3096
H -0.855 -4.443 -4.427 0.3650
C 4.905 -1.125 -5.503 -0.3759
C 4.854 -2.395 -4.912 -0.7155
C 3.648 -3.027 -4.728 -0.0222
C 2.452 -2.406 -5.140 -0.5154
C 2.507 -1.143 -5.734 0.3058
C 3.741 -0.506 -5.905 -0.9493
H 5.861 -0.637 -5.659 0.3903
H 5.772 -2.878 -4.594 0.3968
H 3.606 -4.011 -4.281 0.4106
H 1.591 -0.707 -6.104 0.4895
H 3.780 0.470 -6.374 0.4222